Molecular formula: C9H22B2FNO11S
Method: DFT, wB97M-V/def2-TZVPD

Cartesian coordinates (Å):
O -5.966 1.604 0.001
S -5.101 0.792 -0.778
O -5.284 0.691 -2.180
F -5.158 -0.649 -0.198
N -3.479 1.059 -0.472
C -3.147 2.494 -0.413
B -2.229 2.950 -1.636
O -0.983 2.456 -1.881
O -2.721 3.933 -2.451
O -3.080 0.406 0.719
B -2.231 -0.688 0.529
O -1.840 -1.124 -0.715
O -1.768 -1.288 1.665
H -4.021 3.138 -0.339
H -2.591 2.629 0.516
H -0.797 1.733 -1.270
H -2.236 3.972 -3.279
H -2.410 -1.827 -1.033
H -2.450 -1.294 2.343
C 4.449 3.513 -1.322
C 2.988 3.706 -1.671
O 2.181 2.606 -1.241
C 1.696 2.492 0.001
C 2.176 3.424 1.089
O 0.919 1.605 0.241
H 4.605 3.461 -0.245
H 5.043 4.339 -1.714
H 4.817 2.582 -1.753
H 2.588 4.645 -1.288
H 2.865 3.729 -2.752
H 2.960 2.922 1.654
H 1.339 3.625 1.754
H 2.551 4.379 0.730
C 2.527 -5.439 2.154
C 1.530 -6.057 1.195
O 0.183 -5.708 1.519
C -0.393 -4.554 1.117
C 0.452 -3.480 0.473
O -1.560 -4.393 1.341
H 2.504 -4.350 2.114
H 3.538 -5.770 1.915
H 2.294 -5.735 3.177
H 1.750 -5.812 0.155
H 1.562 -7.142 1.278
H 0.722 -2.753 1.237
H -0.149 -2.976 -0.278
H 1.356 -3.847 -0.007

Values from the calculation:
E = -1786.47383 Ha
2S+1 = 1
Highest occupied orbital energy = -10.001 eV

---

Molecular formula: C5H10N3
Method: DFT, wB97M-V/def2-TZVPD

Cartesian coordinates (Å):
C 1.237 1.242 -1.000
C 0.320 -0.935 -1.156
C -1.211 -1.464 1.045
C 0.489 1.525 0.248
C -0.428 -0.642 0.110
N 1.132 0.195 -1.687
N 1.366 1.650 1.199
N -1.850 -0.811 -0.123
H 1.927 1.917 -1.435
H 1.235 -1.630 -1.258
H -0.383 -1.364 -1.838
H -0.992 -2.539 1.058
H -1.242 -1.007 1.966
H -0.428 1.931 0.450
H 2.352 1.505 0.977
H 1.061 2.035 2.093
H -2.085 -1.484 -0.841
H -2.501 -0.126 0.190

Values from the calculation:
Net charge = +1
E = -360.36454 Ha
2S+1 = 1
Highest occupied orbital energy = -12.267 eV

---

Molecular formula: C3H6FI
Method: DFT, wB97M-V/def2-TZVPD

Cartesian coordinates (Å):
C -0.133 -0.791 1.295
C -0.679 1.256 -1.258
C 0.591 -0.488 -0.029
F 0.547 -1.495 -0.859
I 2.600 0.429 0.059
H -0.903 -1.678 1.031
H 0.672 -1.181 1.961
H -0.504 0.204 1.675
H -1.374 1.143 -0.440
H -0.906 0.619 -2.029
H 0.090 1.983 -1.407

Values from the calculation:
E = -515.31656 Ha
2S+1 = 1
Highest occupied orbital energy (spin up / spin down) = -8.149 / -8.380 eV

---

Molecular formula: ClH16O8
Method: DFT, wB97M-V/def2-TZVPD

Cartesian coordinates (Å):
Cl -0.409 -0.030 0.541
O 4.504 0.430 3.099
H 4.382 1.169 2.503
H 3.737 -0.124 2.954
O 0.071 -5.225 -1.372
H -0.268 -4.360 -1.144
H 0.677 -5.440 -0.663
O -1.592 0.263 -5.096
H -1.420 -0.112 -4.233
H -1.004 -0.210 -5.685
O -1.266 -4.153 4.215
H -1.665 -3.470 3.677
H -0.464 -4.388 3.749
O -2.888 5.079 0.957
H -3.443 4.959 1.727
H -2.677 4.190 0.672
O 3.171 3.783 0.058
H 2.489 3.117 0.142
H 2.742 4.512 -0.388
O -6.400 1.521 -0.241
H -5.733 0.843 -0.140
H -7.143 1.069 -0.642
O 5.127 -1.427 -1.612
H 4.237 -1.498 -1.267
H 5.234 -0.497 -1.812

Values from the calculation:
Net charge = -1
E = -1071.76931 Ha
2S+1 = 1
Highest occupied orbital energy = -4.546 eV

---

Molecular formula: C2F3NO3S2Sm
Method: DFT, wB97M-V/def2-TZVPD

Cartesian coordinates (Å):
N -0.241 -1.865 1.006
S 0.629 -2.589 -0.352
S -0.789 -0.418 0.837
C -1.937 -0.326 -0.704
F -1.332 -0.377 -1.883
F -2.817 -1.318 -0.634
F -2.601 0.830 -0.629
O 1.738 2.755 1.828
C 1.998 1.976 0.998
O 2.805 1.339 0.361
O 0.358 0.536 0.135
Sm 2.188 -0.543 -0.964

Values from the calculation:
E = -2110.59479 Ha
2S+1 = 7
Highest occupied orbital energy (spin up / spin down) = -7.233 / -7.274 eV

---

Molecular formula: C3H6O2
Method: DFT, wB97M-V/def2-TZVPD

Cartesian coordinates (Å):
C 0.546 0.872 0.062
C -1.545 0.203 0.116
C 0.877 -0.471 -0.253
O 2.095 -0.919 0.124
O -0.002 -1.317 -0.556
H 2.066 -1.887 0.061
H 1.166 1.388 0.786
H 0.215 1.463 -0.784
H -1.849 -0.731 0.566
H -1.875 0.357 -0.903
H -1.695 1.042 0.779

Values from the calculation:
E = -268.27090 Ha
2S+1 = 1
Highest occupied orbital energy = -8.777 eV

---

Molecular formula: C3H4Br2O
Method: DFT, wB97M-V/def2-TZVPD

Cartesian coordinates (Å):
Br -0.446 2.498 -0.900
Br 1.901 1.376 0.743
O -1.361 -0.041 0.283
C -0.270 -0.803 0.851
C -0.483 0.463 -0.766
C 0.764 -0.126 -0.093
H -0.505 -1.865 0.628
H -0.060 -0.654 1.881
H -0.786 -0.223 -1.696
H 1.245 -0.624 -0.931

Values from the calculation:
E = -5339.89343 Ha
2S+1 = 1
Highest occupied orbital energy = -9.607 eV

---

Molecular formula: C7H10N2
Method: DFT, wB97M-V/def2-TZVPD

Cartesian coordinates (Å):
C -1.608 -1.201 -0.009
C -1.937 0.295 0.351
C -0.815 1.151 -0.242
C 0.417 1.563 0.620
C 1.306 0.719 -0.344
C 1.967 -0.560 0.184
N 0.863 -1.487 0.396
C -0.097 -1.024 -0.241
N 0.073 0.185 -0.998
H -2.139 -1.540 -0.914
H -1.860 -1.966 0.737
H -1.952 0.412 1.447
H -2.867 0.660 -0.125
H -1.200 1.979 -0.842
H 0.618 2.636 0.665
H 0.352 1.285 1.686
H 1.867 1.414 -1.007
H 2.741 -0.934 -0.506
H 2.488 -0.490 1.161

Values from the calculation:
E = -382.19039 Ha
2S+1 = 1
Highest occupied orbital energy = -8.971 eV

---

Molecular formula: C3H9NO4
Method: DFT, wB97M-V/def2-TZVPD

Cartesian coordinates (Å):
N 1.484 0.999 -0.872
C 1.608 -0.028 0.061
O 2.661 0.169 0.892
O 1.565 -1.263 -0.464
O 0.264 0.118 1.036
H 1.462 1.906 -0.426
H 0.669 0.861 -1.458
H 3.273 -0.571 0.804
H 0.683 -1.351 -0.957
H 0.419 -0.423 1.821
C -2.387 0.453 0.057
C -1.429 -0.672 -0.162
O -0.862 -0.866 -1.244
H -2.168 1.282 -0.614
H -3.403 0.095 -0.112
H -2.313 0.798 1.087
H -1.526 -1.506 0.552

Values from the calculation:
E = -475.40963 Ha
2S+1 = 1
Highest occupied orbital energy = -9.977 eV

---

Molecular formula: C4H19NO7S
Method: DFT, wB97M-V/def2-TZVPD

Cartesian coordinates (Å):
O 1.102 0.841 -2.318
C 0.062 1.081 -1.740
C -0.134 0.658 -0.264
C 0.581 1.608 0.682
S 0.647 3.303 -0.006
N 0.383 -0.719 -0.028
C -0.290 -1.787 -0.776
O -1.204 -2.424 0.106
H -0.807 1.550 -2.304
H -1.236 0.658 -0.034
H 0.003 1.702 1.648
H 1.652 1.272 0.915
H 1.952 3.321 -0.436
H 1.398 -0.768 -0.061
H -0.946 -1.448 -1.598
H 0.439 -2.548 -1.106
H -0.889 -2.382 1.024
O -2.894 0.638 -1.584
H -3.071 0.176 -0.735
H -3.724 1.146 -1.744
O -3.083 -0.672 0.751
H -2.487 -1.338 0.453
H -3.877 -1.166 1.024
O 3.420 -0.851 0.934
H 4.119 -0.440 1.497
H 2.959 -1.462 1.568
O 3.297 1.208 -0.803
H 2.574 1.034 -1.436
H 3.385 0.455 -0.270
O -1.067 -1.177 2.483
H -0.395 -0.736 2.038
H -1.870 -0.732 2.118

Values from the calculation:
E = -1143.39763 Ha
2S+1 = 1
Highest occupied orbital energy = -9.121 eV

---

Molecular formula: C4H7ClN5
Method: DFT, wB97M-V/def2-TZVPD

Cartesian coordinates (Å):
C -1.640 -1.396 -3.475
N -0.640 -0.829 -2.892
C 0.166 -0.303 -2.209
C 1.044 0.339 -1.457
N 1.588 -0.294 -0.486
N 1.897 -0.401 0.696
N 1.141 -0.116 1.710
C -0.056 0.676 1.880
N -0.510 0.452 3.169
Cl 0.606 2.337 1.454
H -2.071 -2.349 -3.110
H -2.079 -0.965 -4.475
H 1.308 1.409 -1.746
H 1.503 -0.214 2.720
H -0.768 0.372 1.212
H -1.475 0.362 3.115
H -0.015 0.920 3.893

Values from the calculation:
Net charge = +1
E = -890.12847 Ha
2S+1 = 1
Highest occupied orbital energy (spin up / spin down) = -12.268 / -12.268 eV

---

Molecular formula: C14H26BN2PPb
Method: DFT, wB97M-V/def2-TZVPD

Cartesian coordinates (Å):
C -2.778 0.221 -3.334
C -2.578 -1.011 -2.708
C -1.880 -1.131 -1.496
C -1.432 0.051 -0.883
C -1.502 1.283 -1.559
C -2.225 1.356 -2.750
C -1.720 -2.502 -0.885
C -0.296 -3.115 -0.742
N 0.854 -2.295 -0.649
Pb -1.234 0.599 1.378
C -0.805 2.482 -0.947
P 0.758 1.898 -0.118
H -2.993 -1.902 -3.172
H -2.337 2.330 -3.234
H -3.319 0.282 -4.276
H -1.427 2.980 -0.187
H -0.507 3.229 -1.710
H -2.208 -2.575 0.105
H -2.282 -3.232 -1.493
H -0.306 -3.765 0.141
C 1.271 3.529 0.557
C 1.781 1.986 -1.663
H -0.183 -3.809 -1.596
C 1.344 -1.620 -1.799
C 1.837 -2.662 0.327
H 0.746 1.263 2.233
H 1.862 -2.320 -2.491
H 0.542 -1.125 -2.354
H 2.075 -0.864 -1.501
H 2.498 -3.467 -0.050
H 2.480 -1.822 0.583
H 1.369 -3.048 1.235
H 1.808 3.014 -2.058
H 2.804 1.679 -1.447
H 1.419 1.330 -2.457
H 1.276 4.332 -0.195
H 0.624 3.817 1.395
H 2.279 3.414 0.968
H 1.028 1.109 3.201
B -0.002 -0.042 6.405
C 0.606 0.159 5.049
N 1.145 0.264 4.006
H 0.849 -0.660 7.034
H -1.020 -0.696 6.230
H -0.220 1.057 6.907

Values from the calculation:
E = -1217.38559 Ha
2S+1 = 1
Highest occupied orbital energy = -7.659 eV

---

Molecular formula: C5H10O
Method: DFT, wB97M-V/def2-TZVPD

Cartesian coordinates (Å):
C -2.055 -0.179 0.213
C -0.743 0.156 -0.477
O -0.908 1.454 -1.026
C 0.433 0.106 0.477
C 1.417 -1.027 0.425
C 1.822 0.339 -0.051
H -2.239 0.547 1.013
H -2.031 -1.184 0.645
H -2.883 -0.114 -0.499
H -0.562 -0.573 -1.288
H -0.043 1.736 -1.350
H 0.226 0.526 1.460
H 1.840 -1.398 1.353
H 1.265 -1.791 -0.333
H 1.955 0.480 -1.122
H 2.506 0.921 0.560

Values from the calculation:
E = -271.71720 Ha
2S+1 = 1
Highest occupied orbital energy = -10.187 eV

---

Molecular formula: C7H20N3OPd
Method: DFT, wB97M-V/def2-TZVPD

Cartesian coordinates (Å):
C -3.673 -2.232 -4.363
Pd -0.058 -0.291 -1.800
N 1.232 0.670 -3.355
H -1.629 -0.476 -1.583
H -4.410 -2.004 -3.624
H -3.358 -3.277 -4.244
H -2.831 -1.596 -4.011
H -3.923 -1.998 -5.397
H 2.236 0.600 -3.167
H 0.942 1.628 -3.139
H 1.065 0.508 -4.347
C -0.380 -1.626 0.530
N 0.312 -0.686 1.393
C -0.021 -0.730 2.801
C 1.012 0.044 3.565
C 1.049 1.458 3.068
N 1.301 1.429 1.655
C 1.661 2.694 1.042
C 0.930 0.401 0.867
O 1.209 0.518 -0.382
H 0.227 -1.738 -0.410
H -1.410 -1.285 0.298
H -0.440 -2.603 1.024
H -1.028 -0.333 2.999
H -0.022 -1.774 3.131
H 2.003 -0.410 3.474
H 0.760 0.076 4.620
H 1.882 2.045 3.470
H 0.065 1.946 3.230
H 0.952 3.499 1.300
H 2.654 2.980 1.406
H 1.691 2.560 -0.049

Values from the calculation:
Net charge = +1
E = -645.60812 Ha
2S+1 = 5
Highest occupied orbital energy (spin up / spin down) = -7.497 / -12.556 eV

---

Molecular formula: C4H14N2
Method: DFT, wB97M-V/def2-TZVPD

Cartesian coordinates (Å):
C 0.060 0.282 2.186
C -1.376 0.789 2.174
C -1.969 0.765 0.773
H 0.738 0.897 1.603
H 0.484 0.117 3.172
H 0.062 -0.713 1.713
H -1.989 0.213 2.859
H -1.382 1.816 2.550
H -2.886 1.345 0.714
H -2.194 -0.265 0.486
H -1.265 1.199 0.047
N 1.101 -1.675 -2.178
C 0.953 -0.745 -1.103
N 1.104 0.584 -1.653
H 2.003 -2.024 -2.503
H 0.437 -1.629 -2.948
H 1.784 -0.924 -0.428
H 0.010 -0.857 -0.588
H 0.514 0.805 -2.455
H 2.061 0.851 -1.890

Values from the calculation:
Net charge = +1
E = -269.97856 Ha
2S+1 = 2
Highest occupied orbital energy (spin up / spin down) = -14.418 / -14.411 eV

---

Molecular formula: C22H54N2O11Si2
Method: DFT, wB97M-V/def2-TZVPD

Cartesian coordinates (Å):
C 8.304 -2.615 -1.462
C 8.798 -1.385 -0.724
C 10.145 -0.910 -1.256
C 7.757 -0.271 -0.605
C 7.563 0.639 -1.812
C 6.940 -0.055 -3.013
C 6.628 1.809 -1.369
O 5.268 1.659 -1.811
Si 4.216 1.056 -0.694
O 2.648 1.467 -1.084
Si 1.553 0.265 -0.717
C 1.529 -0.985 -2.110
C 1.530 -2.438 -1.675
O 2.752 -2.749 -1.011
C 1.353 -3.385 -2.856
N 0.854 -4.724 -2.462
O 1.970 -0.501 0.766
N 0.802 -0.758 1.519
O 0.774 -1.854 1.919
H 9.113 -3.337 -1.509
H 7.452 -3.042 -0.955
H 8.007 -2.394 -2.477
H 8.976 -1.733 0.290
H 10.273 -1.130 -2.309
H 10.328 0.136 -1.050
H 10.924 -1.455 -0.736
H 6.818 -0.735 -0.315
H 8.054 0.370 0.220
H 8.492 1.103 -2.112
H 7.665 -0.676 -3.519
H 6.107 -0.668 -2.702
H 6.582 0.654 -3.746
H 6.652 1.861 -0.286
H 6.973 2.751 -1.776
H 4.293 -0.420 -0.734
H 4.588 1.503 0.660
H 0.248 0.895 -0.494
H 0.626 -0.809 -2.687
H 2.390 -0.821 -2.752
H 0.701 -2.632 -0.994
H 2.544 -3.322 -0.257
H 2.313 -3.553 -3.324
H 0.629 -2.982 -3.552
H 1.580 -5.148 -1.891
H 0.066 -4.599 -1.832
C -0.066 3.884 0.330
O -1.090 3.326 1.125
C -0.614 2.768 2.339
C -1.607 2.952 3.464
O -1.703 4.276 3.965
C -2.353 5.255 3.169
C -3.849 5.073 3.040
O -4.158 4.021 2.142
C -5.353 3.343 2.454
H 0.550 3.095 -0.114
H -0.538 4.454 -0.468
H 0.568 4.561 0.913
H 0.342 3.220 2.626
H -0.457 1.692 2.186
H -1.246 2.361 4.309
H -2.588 2.558 3.192
H -1.883 5.349 2.189
H -2.187 6.196 3.700
H -4.290 6.001 2.653
H -4.271 4.871 4.031
H -5.376 3.038 3.506
H -5.392 2.447 1.837
H -6.227 3.966 2.231
C -8.603 -2.382 -2.489
O -7.677 -1.863 -1.562
C -7.951 -0.527 -1.175
C -7.594 -0.282 0.274
O -8.485 -0.867 1.211
C -8.450 -2.274 1.388
C -7.212 -2.792 2.087
O -6.091 -2.796 1.220
C -4.867 -2.594 1.888
H -8.473 -1.926 -3.476
H -8.423 -3.453 -2.569
H -9.634 -2.228 -2.150
H -9.009 -0.286 -1.329
H -7.346 0.142 -1.801
H -7.677 0.794 0.446
H -6.560 -0.561 0.484
H -8.621 -2.800 0.447
H -9.300 -2.491 2.040
H -7.397 -3.823 2.419
H -7.014 -2.171 2.968
H -4.911 -1.715 2.543
H -4.103 -2.420 1.132
H -4.588 -3.474 2.479

Values from the calculation:
E = -2386.70434 Ha
2S+1 = 1
Highest occupied orbital energy = -9.104 eV